No. 1
DFT (the ωB97M-V functional and the def2-TZVPD basis) results for a molecular structure, C14H37LiN2O6 in a non-equilibrium geometry.

The geometry in XYZ format:
```
60
Properties=species:S:1:pos:R:3:forces:R:3:nbo_charge:R:1
Li 7.235 -67.286 31.370 0.1 0.2 -0.5 0.86
C 6.961 -68.690 29.384 -6.6 7.5 1.3 -0.22
O 7.751 -67.572 29.526 0.5 0.0 0.7 -1.01
H 6.721 -69.072 30.359 -1.3 0.2 -0.1 0.12
H 7.328 -69.408 28.804 0.4 -2.2 -3.2 0.14
H 5.799 -68.338 29.104 1.9 -0.8 -0.5 0.05
C 5.469 -65.354 30.495 -0.9 0.8 0.3 -0.28
O 6.435 -65.482 31.582 -4.8 -6.6 -0.1 -0.74
H 4.485 -65.821 30.754 0.8 0.8 0.5 0.18
H 5.647 -65.816 29.513 1.2 0.1 0.5 0.22
H 5.436 -64.251 30.433 -0.9 -0.6 -0.7 0.18
H 6.963 -64.806 31.501 4.6 5.6 -0.6 0.46
C 7.854 -70.644 30.129 0.7 -0.5 2.4 -0.30
O 8.521 -71.478 31.072 0.1 1.2 1.8 -0.56
C 9.808 -70.924 31.411 0.1 -1.9 1.0 -0.10
C 10.404 -71.517 32.749 -1.3 -1.4 -1.5 -0.24
N 11.835 -71.159 32.901 -2.1 1.9 -0.6 -0.63
C 12.324 -71.841 34.027 2.9 1.2 2.7 -0.22
C 13.870 -71.489 34.152 -2.4 -0.1 3.0 -0.06
O 14.291 -72.230 35.377 -1.0 1.4 -1.9 -0.55
C 15.535 -71.796 35.813 0.4 0.7 0.8 -0.25
H 8.058 -69.471 30.204 1.8 -4.2 1.4 0.23
H 6.822 -70.958 30.404 0.2 1.0 -0.7 0.19
H 8.000 -70.887 29.093 0.8 -0.8 -0.5 0.16
H 10.050 -69.884 31.436 -1.4 1.1 -0.1 0.16
H 10.171 -71.210 30.477 3.1 -0.8 -1.0 0.20
H 10.261 -72.669 32.594 0.7 1.9 0.7 0.21
H 9.778 -71.250 33.688 0.7 -0.2 -1.5 0.17
H 11.945 -70.093 33.004 -0.3 -2.1 -0.2 0.35
H 12.212 -72.890 33.864 -0.1 -0.8 0.1 0.20
H 11.934 -71.568 35.118 0.1 -0.5 -2.1 0.16
H 13.903 -70.329 34.269 0.5 -2.0 -0.1 0.16
H 14.441 -71.889 33.365 0.7 0.0 -1.3 0.18
H 15.495 -70.691 36.007 0.5 -0.5 -0.8 0.16
H 16.371 -72.147 35.140 -0.6 0.6 0.8 0.17
H 15.617 -72.160 36.841 0.5 -0.5 -0.2 0.19
C 4.384 -68.253 32.737 -1.2 -0.1 1.2 -0.27
O 5.813 -68.311 32.557 -0.9 0.2 0.7 -0.59
C 6.460 -68.624 33.825 0.9 -0.7 -2.0 -0.07
C 8.037 -68.748 33.507 -2.8 -0.9 2.5 -0.25
N 8.468 -67.446 33.120 0.8 -3.1 -4.6 -0.65
C 9.845 -67.471 32.704 4.0 -1.5 0.3 -0.25
C 10.255 -66.185 32.039 4.1 0.7 5.1 -0.04
O 11.625 -66.183 31.711 1.0 -1.6 1.0 -0.54
C 12.063 -65.139 30.891 -8.9 -5.3 -0.5 -0.23
H 4.080 -69.245 33.226 0.1 1.3 -0.9 0.18
H 3.844 -68.106 31.767 0.9 -0.4 0.7 0.21
H 3.938 -67.416 33.458 1.5 -1.4 -1.3 0.18
H 5.958 -69.559 34.225 0.9 1.1 -0.1 0.20
H 6.328 -67.718 34.422 -0.1 -0.4 0.6 0.18
H 8.323 -69.516 32.826 -0.4 -0.3 -1.1 0.23
H 8.466 -69.138 34.453 0.2 0.5 0.0 0.18
H 8.426 -66.921 33.879 -0.5 3.4 4.0 0.36
H 10.251 -68.449 32.135 -1.8 2.6 0.7 0.22
H 10.580 -67.540 33.570 -1.0 0.0 -0.3 0.17
H 10.240 -65.307 32.755 -0.9 -0.9 0.1 0.14
H 9.664 -65.903 31.336 -3.7 1.3 -5.4 0.17
H 11.487 -65.394 29.981 -1.0 1.7 -0.2 0.17
H 12.829 -65.333 30.434 9.5 -2.3 -3.3 0.18
H 12.021 -64.248 31.226 -0.7 6.3 2.5 0.16
```
Positions in Å, forces in eV/Å.

Output
HOMO (eV): -6.9996
Frontier orbital gap (eV): 7.130
M (u): 336.40
Relative energy (zero: lowest compared OMol25 entry of this formula, charge and spin) (kJ/mol): 84.7



No. 2
DFT (the ωB97M-V functional and the def2-TZVPD basis) results for a molecular structure, C14H38FGaN3O2.

The geometry in XYZ format:
```
59
Properties=species:S:1:pos:R:3:forces:R:3:nbo_charge:R:1
C 1.189 0.352 0.018 -0.4 -0.2 -0.1 -0.60
C -0.288 0.332 -0.401 0.4 0.3 0.5 -0.41
C -1.134 1.442 0.259 0.6 0.2 -0.2 -0.20
N -1.656 2.438 -0.659 -0.4 -0.4 0.2 -1.06
Ga -3.585 2.603 -0.775 -0.4 0.6 -0.2 0.99
C -4.497 1.356 0.552 0.3 0.0 -0.4 -0.89
C -4.587 -0.110 0.113 -0.1 -0.1 0.7 -0.44
C -5.866 -0.408 -0.630 -0.1 0.0 0.0 0.07
F -5.661 -1.312 -1.687 -0.1 0.1 0.0 -0.39
H 1.502 1.368 0.225 0.2 0.2 -0.1 0.21
H 1.367 -0.241 0.912 0.1 0.1 0.2 0.17
H 1.787 -0.081 -0.777 0.4 0.0 -0.1 0.19
H -0.693 -0.645 -0.164 -0.2 -0.3 -0.2 0.19
H -0.314 0.482 -1.473 -0.2 -0.1 -0.4 0.19
H -1.920 0.978 0.852 -0.2 0.0 0.0 0.18
H -0.464 1.928 0.985 0.0 0.0 0.3 0.13
H -1.193 2.388 -1.555 0.1 0.0 0.0 0.34
H -4.012 4.136 -0.408 0.0 0.0 0.1 -0.37
H -4.142 2.317 -2.279 0.1 -0.1 0.0 -0.37
H -4.001 1.415 1.519 0.1 0.1 0.2 0.20
H -5.505 1.735 0.706 -0.3 0.2 0.1 0.19
H -4.588 -0.735 1.007 0.2 -0.3 0.0 0.17
H -3.736 -0.440 -0.477 0.1 0.1 -0.3 0.21
H -6.597 -0.875 0.029 -0.1 -0.1 0.1 0.14
H -6.315 0.504 -1.013 0.1 0.1 -0.5 0.17
C 6.170 -0.177 -3.937 0.1 -0.1 0.0 -0.61
C 5.897 1.064 -3.093 -0.1 -0.1 -0.2 -0.08
C 4.610 0.984 -2.258 0.0 0.1 0.2 -0.07
O 3.416 1.175 -2.985 0.1 -0.1 -0.1 -0.54
C 2.926 0.030 -3.656 -0.1 0.1 -0.1 -0.25
N 5.925 2.247 -3.959 -0.1 0.0 0.1 -0.83
H 5.538 -0.212 -4.824 -0.1 0.0 0.0 0.20
H 7.204 -0.176 -4.281 0.0 0.0 0.0 0.21
H 6.005 -1.090 -3.363 0.0 0.0 0.0 0.20
H 6.722 1.159 -2.380 0.0 0.0 0.1 0.18
H 4.633 1.796 -1.526 0.0 0.0 0.0 0.19
H 4.564 0.044 -1.690 0.0 0.0 -0.1 0.16
H 3.135 -0.887 -3.096 0.0 0.0 0.0 0.17
H 3.344 -0.054 -4.663 0.1 -0.1 0.0 0.16
H 1.846 0.138 -3.751 0.0 0.0 0.1 0.20
H 5.863 3.083 -3.384 0.1 0.0 0.0 0.35
H 5.064 2.251 -4.500 0.0 0.0 0.0 0.36
C -0.338 -2.936 4.744 0.1 0.0 0.1 -0.61
C 0.077 -1.879 3.725 -0.1 -0.1 0.0 -0.08
C -0.928 -0.728 3.569 0.2 0.2 -0.1 -0.07
O -2.081 -1.047 2.823 -0.1 -0.1 0.1 -0.54
C -3.119 -1.686 3.540 0.0 0.0 -0.2 -0.24
N 0.369 -2.533 2.446 0.0 0.1 0.0 -0.83
H -1.110 -3.597 4.352 -0.1 0.0 -0.1 0.20
H 0.517 -3.562 5.004 0.0 0.0 0.0 0.21
H -0.713 -2.477 5.661 0.0 0.0 0.0 0.20
H 1.008 -1.430 4.084 0.0 0.1 0.0 0.18
H -0.436 0.071 3.006 0.0 0.0 0.0 0.20
H -1.208 -0.308 4.545 0.0 -0.1 0.0 0.16
H -3.167 -1.340 4.577 0.1 0.0 0.0 0.16
H -3.004 -2.773 3.518 0.0 0.0 0.1 0.16
H -4.057 -1.437 3.046 0.0 0.0 0.0 0.20
H 0.757 -1.848 1.803 0.0 -0.1 0.1 0.36
H -0.520 -2.793 2.025 0.0 0.0 0.0 0.36
```
Positions in Å, forces in eV/Å.

Output
HOMO (eV): -3.6843
Frontier orbital gap (eV): 6.255
M (u): 369.20
Total charge: -1